A single C3H3O2P molecule in a non-equilibrium geometry, computed with ωB97M-V/def2-TZVPD.

Atoms and positions in Å:
1 H -1.98 0.45 2.11
2 P -1.44 -0.69 1.39
3 C 0.59 1.46 -1.23
4 O -0.41 0.32 0.48
5 C 1.45 2.19 -1.62
6 H -2.51 -0.99 0.45
7 O -1.28 0.02 -1.54
8 C -0.51 0.54 -0.80
9 H 2.39 2.54 -1.87

As for the total energy: -16540.7353 eV. The HOMO energy is -9.997 eV. As for the net charge: 0. For the max |F|, the calculation gives 2.19 eV/A.